[1]
C34H35N2OPt | ωB97M-V/def2-TZVPD

Summary:
Charge: +1
Spin multiplicity: 5
E_tot: -44088.3010 eV

Each line ends with the Löwdin charge.
Cartesian coordinates (Å):
C: -0.1825 -1.9248 0.4238  -0.2639
C: -0.8488 -1.1393 1.4910  -0.1759
C: -2.2352 -1.0335 1.1066  -0.0879
H: -0.4357 -1.0612 2.4961  0.1084
C: -2.3897 -1.5855 -0.1934  -0.0951
C: -1.1629 -2.1059 -0.6370  -0.0600
H: -3.3394 -1.7097 -0.7133  0.1004
C: 2.8671 1.5628 0.7127  -0.0739
C: 2.5076 1.0992 1.9959  -0.0872
C: 1.1072 1.2226 2.1685  -0.0700
H: 3.2115 0.7387 2.7629  0.1250
C: 0.5485 1.9180 0.9791  -0.3468
C: 1.7036 2.0409 0.0359  -0.1076
H: -3.0461 -0.7014 1.7583  0.1179
H: -0.9841 -2.7243 -1.5119  0.1175
H: 0.6455 -2.5872 0.6577  0.1020
H: 1.6913 2.6429 -0.8797  0.1181
H: 0.5651 0.9915 3.0919  0.1157
H: 3.9046 1.6036 0.3510  0.1294
Pt: 0.3704 0.0892 0.0190  1.2057
C: -0.7565 2.7545 0.9134  -0.4643
C: -0.4856 4.0910 0.2195  -0.0217
C: -1.2986 2.9840 2.3297  -0.0336
H: 0.2708 4.6410 0.7985  0.1059
H: -1.4178 4.6703 0.1772  0.1024
H: -0.1017 3.9393 -0.7965  0.0791
H: -0.5394 3.4749 2.9571  0.1017
H: -1.5990 2.0282 2.7894  0.0931
H: -2.1850 3.6325 2.2495  0.0986
C: -1.8721 1.9157 0.1870  -0.0784
C: -2.1154 2.1315 -1.2708  -0.4120
H: -2.8306 1.9953 0.6990  0.0808
H: -1.6152 0.8241 0.2807  0.0651
O: -1.2106 1.8891 -2.0729  0.0557
N: -3.4460 2.4694 -1.5533  0.0508
C: -4.4238 1.3719 -1.5910  -0.1277
H: -3.5476 3.1728 -2.2832  0.1428
C: -5.0369 0.9342 -0.2637  -0.2235
C: -5.7707 -0.2584 -0.3090  -0.0708
H: -5.8724 -0.7555 -1.2787  0.1199
C: -6.3837 -0.7889 0.8289  -0.0720
H: -6.9003 -1.7517 0.7599  0.1108
C: -6.3100 -0.0894 2.0423  -0.0872
H: -6.7784 -0.5069 2.9369  0.1070
C: -5.6585 1.1494 2.0890  -0.0752
H: -5.6029 1.7011 3.0340  0.1082
C: -5.0751 1.6903 0.9234  -0.0578
H: -4.6520 2.7005 0.9638  0.1114
H: -3.9935 0.4616 -2.0646  0.1257
H: -5.2517 1.7285 -2.2186  0.1388
C: 0.4541 -1.5828 -4.9649  -0.0536
C: 0.0519 -0.4019 -4.3240  -0.0459
C: 0.5976 -0.1002 -3.0830  -0.0289
C: 1.4583 -1.0041 -2.4210  -0.2866
C: 1.8287 -2.2023 -3.0643  -0.0169
C: 1.3624 -2.4610 -4.3498  -0.0551
N: 1.8431 -0.7395 -1.1114  -0.0364
C: 3.0069 -1.2616 -0.5519  -0.2852
C: 3.0877 -1.6837 0.7985  -0.0490
C: 4.2482 -2.2955 1.2742  -0.0537
C: 5.3624 -2.4074 0.4245  -0.0565
C: 5.3344 -1.8643 -0.8727  -0.0550
C: 4.1627 -1.3028 -1.3663  -0.0216
H: 0.0672 -1.8041 -5.9610  0.1127
H: -0.6544 0.3013 -4.7814  0.1202
H: 0.3436 0.8340 -2.5920  0.0632
H: 2.4868 -2.8982 -2.5434  0.1227
H: 1.7077 -3.3579 -4.8672  0.1148
H: 2.2347 -1.5096 1.4648  0.0886
H: 4.2575 -2.6734 2.3054  0.1189
H: 6.2677 -2.8956 0.7959  0.1130
H: 6.2303 -1.8652 -1.4964  0.1155
H: 4.1073 -0.9049 -2.3846  0.1293

[2]
C34H36AsNP2S3SbZr | ωB97M-V/def2-TZVPD

Summary:
Charge: +2
Energy above the lowest of the compared OMol25 structures with the same formula, charge and spin: 10.9 kcal per mole
Spin multiplicity: 2
E_tot: -157062.4524 eV

Each line ends with the Löwdin charge.
Cartesian coordinates (Å):
Zr: -0.7252 -0.1089 1.8973  0.4043
S: -2.6787 -0.5969 3.4702  -0.0539
Sb: -0.9091 0.1576 4.8806  0.5829
S: 0.5849 -1.3378 3.5936  0.0018
S: -0.4328 1.9483 3.3566  -0.0211
C: -3.1359 -0.7224 -2.2479  -0.0835
N: -2.0893 -0.8606 -1.2211  -0.4505
P: -2.2997 -1.5680 0.3281  0.8542
C: -3.8416 -2.4583 0.3305  -0.3736
C: -3.9909 -3.5818 -0.4867  -0.0791
C: -5.2017 -4.2494 -0.5068  -0.0454
C: -6.2538 -3.8053 0.2872  -0.0363
C: -6.1039 -2.6933 1.1038  -0.0454
C: -4.8962 -2.0133 1.1277  -0.0979
C: -0.9408 -2.7127 0.6813  -0.4201
C: -1.2076 -3.6654 1.6791  -0.1071
C: -0.1934 -4.4622 2.1728  -0.0584
C: 1.1103 -4.3029 1.7156  -0.0549
C: 1.3940 -3.3577 0.7420  -0.0747
C: 0.3749 -2.5709 0.2189  -0.1471
P: -0.9354 0.3229 -0.8619  0.8982
C: -0.1172 0.7023 -2.4275  -0.3534
C: -0.5117 1.8069 -3.1853  -0.0898
C: 0.0554 2.0354 -4.4300  -0.0442
C: 1.0116 1.1630 -4.9299  -0.0389
C: 1.3926 0.0500 -4.1911  -0.0479
C: 0.8286 -0.1826 -2.9484  -0.1040
C: -1.6523 1.8649 -0.2318  -0.4047
C: -2.8242 1.8455 0.5382  -0.1488
C: -3.2551 2.9841 1.2058  -0.0600
C: -2.5113 4.1507 1.1272  -0.0469
C: -1.3335 4.1754 0.3893  -0.0530
C: -0.8994 3.0449 -0.2816  -0.1239
H: -3.2907 -1.6708 -2.7575  0.0873
H: -2.7990 0.0106 -2.9799  0.0821
H: -4.0795 -0.3857 -1.8185  0.0887
H: -3.1642 -3.9341 -1.0934  0.1207
H: -5.3278 -5.1200 -1.1359  0.1195
H: -7.1966 -4.3356 0.2700  0.1210
H: -6.9251 -2.3582 1.7223  0.1193
H: -4.7692 -1.1470 1.7659  0.0558
H: -2.2143 -3.7783 2.0621  0.1159
H: -0.4146 -5.2067 2.9254  0.1259
H: 1.8994 -4.9278 2.1119  0.1235
H: 2.4029 -3.2498 0.3649  0.1138
H: 0.6006 -1.8874 -0.5863  0.0487
H: -1.2672 2.4876 -2.8155  0.1080
H: -0.2571 2.8927 -5.0108  0.1200
H: 1.4541 1.3426 -5.9004  0.1209
H: 2.1268 -0.6397 -4.5849  0.1193
H: 1.1280 -1.0660 -2.3986  0.0926
H: -3.4277 0.9487 0.6110  0.0740
H: -4.1619 2.9456 1.7935  0.1249
H: -2.8417 5.0441 1.6398  0.1235
H: -0.7555 5.0884 0.3290  0.1230
H: 0.0169 3.0833 -0.8582  0.1023
C: 2.3050 2.8964 1.6075  -0.2702
As: 2.0751 0.9685 1.6103  1.0928
C: 3.3365 0.4507 2.9841  -0.2885
C: 2.9234 0.3190 -0.0563  -0.2952
C: 4.2189 1.0130 -0.3130  -0.3219
C: 5.4127 0.5241 0.2167  -0.0533
C: 6.6052 1.1901 -0.0154  -0.0543
C: 6.6182 2.3522 -0.7760  -0.0545
C: 5.4345 2.8411 -1.3140  -0.0582
C: 4.2416 2.1765 -1.0825  -0.0611
H: 3.3415 3.1153 1.3552  0.0422
H: 2.0780 3.2566 2.6079  0.0208
H: 1.6438 3.3733 0.8885  0.0144
H: 4.2965 0.9162 2.7636  0.0412
H: 3.4349 -0.6311 3.0079  0.0207
H: 2.9672 0.8024 3.9446  0.0356
H: 2.2139 0.4835 -0.8648  0.0343
H: 3.0507 -0.7554 0.0861  0.0720
H: 5.4120 -0.3909 0.7985  0.1164
H: 7.5279 0.7982 0.3908  0.1155
H: 7.5500 2.8700 -0.9577  0.1154
H: 5.4446 3.7375 -1.9197  0.1138
H: 3.3202 2.5548 -1.5137  0.1142